(1)
The following is a DFT calculation (ωB97M-V/def2-TZVPD) of a structure of composition C22H19AsN4NaO7SSe.

Calculated values
Relative energy (zero: lowest compared OMol25 entry of this formula, charge and spin): 2.3 kcal/mol
LUMO: 1.27 eV
Gap between HOMO and LUMO: 7.5 eV
HOMO: -6.19 eV

ORCA input file:
```
! RIJCOSX wB97M-V def2-TZVPD def2/J DEFGRID3
* xyz -1 1
H 2.481 1.763 -1.553
H -4.300 -2.175 -1.505
H -1.320 -2.873 -1.382
H -3.165 -1.788 1.686
H -2.068 -1.407 -2.062
N 0.539 2.304 -1.166
H 5.654 -1.772 0.221
Na 0.260 -0.888 0.321
S 1.063 -3.267 1.428
C 1.523 4.877 -0.722
H 2.835 -4.914 2.735
C -2.657 -2.410 0.947
H 2.963 -1.102 -2.472
C 4.856 -4.344 2.263
C 3.665 -2.337 0.710
C -3.601 -3.357 0.187
Se -2.009 7.792 0.284
H 5.304 -5.125 2.866
C 3.473 -4.225 2.200
C -2.211 5.319 -0.138
H -3.570 0.290 -0.739
C -2.658 3.940 -0.329
C 2.868 -3.239 1.437
H -5.373 1.933 -0.256
C -3.999 3.587 -0.189
C -2.160 -2.177 -1.295
C -0.282 3.292 -0.813
O 2.304 -1.319 -1.801
H -1.846 -2.949 1.439
C 5.047 -2.475 0.780
C -3.341 1.345 -0.643
H 3.434 3.991 -1.172
O 0.726 -3.081 0.010
N -2.066 1.665 -0.783
O 0.616 -2.111 2.207
H -3.562 -3.706 -1.987
As 3.187 -0.740 -0.342
O 0.683 -4.546 1.985
H -4.728 4.348 0.054
O -2.100 -1.519 -0.029
C -3.504 -2.887 -1.272
C -4.349 2.265 -0.356
H -3.259 -4.387 0.285
N -3.017 6.295 0.153
O 2.097 0.158 0.511
H -4.623 -3.310 0.563
C -0.802 5.646 -0.254
C 1.826 2.581 -1.284
O 4.582 -0.109 -0.937
C -1.722 2.947 -0.641
H 6.727 -3.549 1.573
C 5.647 -3.471 1.546
N -0.479 6.888 -0.056
C 0.161 4.602 -0.593
C 2.368 3.849 -1.068
H 1.882 5.883 -0.547
*
```

=====

(2)
The following is a DFT calculation (ωB97M-V/def2-TZVPD) of a cluster of 4 separate species, C11H15ClF3N2O9 in total in a non-equilibrium geometry.

Calculated values
LUMO: 1.66 eV
Gap between HOMO and LUMO: 3.4 eV
HOMO: -1.76 eV

ORCA input file:
```
! RIJCOSX wB97M-V def2-TZVPD def2/J DEFGRID3
* xyz -1 1
H 2.173 -0.897 -1.405
C 0.891 -2.502 4.429
C -0.488 2.212 0.140
H 5.448 -0.297 -2.874
C -0.322 0.779 -0.306
H 1.452 -1.816 5.057
N 3.665 -1.334 -2.843
C -4.171 1.067 -0.687
H 3.637 0.043 -1.243
H 2.874 -1.531 -3.441
H 0.123 2.885 -0.463
H 0.560 -3.357 5.021
O -1.313 -2.034 1.883
N 4.907 -0.705 -4.855
H -4.654 3.801 -1.119
H -6.855 1.769 -0.451
O -4.115 2.195 0.071
H -5.547 3.663 0.414
H -1.157 0.127 -0.064
C -6.078 2.177 -1.100
H -1.521 2.547 0.135
C -0.417 -2.328 2.599
O -0.245 -1.849 3.857
O 1.495 0.836 2.541
C 3.256 -0.948 -1.494
H 3.626 -1.680 -0.773
C 0.847 1.095 1.579
O -5.237 1.125 -1.534
H 2.350 -2.221 2.801
F -0.053 0.693 -1.628
O 0.821 0.366 0.441
O -3.411 0.166 -0.615
O 0.607 -3.156 2.262
O 0.018 2.165 1.481
Cl 6.030 -2.090 -4.744
F -6.666 2.755 -2.174
C -5.107 3.107 -0.409
C 1.648 -2.954 3.200
H 4.072 0.619 -3.576
C 4.556 -0.368 -3.519
F 2.299 -4.125 3.409
*
```

=====

(3)
The following is a DFT calculation (ωB97M-V/def2-TZVPD) of a cluster of 8 separate species, C6H28FN13O6 in total in a non-equilibrium geometry.

Calculated values
Relative energy (zero: lowest compared OMol25 entry of this formula, charge and spin): 123.1 kcal/mol
LUMO: -0.50 eV
Gap between HOMO and LUMO: 7.3 eV
HOMO: -7.77 eV

ORCA input file:
```
! RIJCOSX wB97M-V def2-TZVPD def2/J DEFGRID3
* xyz 0 1
C 3.210 1.252 0.503
N 0.197 -0.722 -0.075
H 4.427 2.446 -0.596
H 1.662 -1.206 -5.483
H 4.120 2.843 1.242
H -1.266 3.794 -3.719
H 3.105 1.971 2.381
H -0.091 -1.691 -0.080
N 3.462 2.105 1.446
H -3.612 4.004 0.885
N 1.143 -0.617 3.177
H -0.311 -2.140 -4.774
H -3.464 0.996 3.343
N -0.098 -5.104 -0.481
N -1.036 3.110 -3.012
N 3.933 1.570 -0.496
N -0.679 2.387 -1.060
H 0.492 -5.923 -0.449
H -0.583 1.546 -1.612
H 0.373 -0.414 -1.020
C -0.194 -4.235 0.479
O 0.353 0.357 -3.026
H -0.872 2.374 -0.069
H 0.942 0.043 2.440
O 0.446 -2.603 3.920
H 3.832 0.996 -1.321
O 2.487 0.249 0.550
H -2.484 1.197 1.968
H 2.086 -0.975 3.231
N -0.820 -1.194 2.972
H 1.057 -0.662 0.452
O -4.786 3.112 2.910
C -3.918 2.586 2.252
N -0.509 -1.379 -4.140
H -1.596 -1.800 2.748
H -1.336 -1.269 -3.571
C 0.280 -1.556 3.433
N 1.545 -0.603 -4.682
H -0.858 -0.203 2.781
F -0.791 1.357 1.525
O -0.678 -3.190 0.408
H -2.573 2.627 1.023
N 0.515 -4.654 1.419
C -1.127 3.380 -1.763
H 0.766 -5.632 1.429
H 2.309 -0.116 -4.237
H -0.631 2.206 -3.210
H -0.834 -4.950 -1.156
O -1.591 4.396 -1.334
C 0.499 -0.516 -3.912
H -0.492 -0.211 0.457
H 0.687 -3.961 2.133
N -3.242 1.554 2.530
N -3.455 3.070 1.236
*
```

=====

(4)
The following is a DFT calculation (ωB97M-V/def2-TZVPD) of the ion C3H12IN4 with charge +1 in a non-equilibrium geometry.

Calculated values
Relative energy (zero: lowest compared OMol25 entry of this formula, charge and spin): 0.0 kcal/mol
LUMO: -3.73 eV
Gap between HOMO and LUMO: 9.2 eV
HOMO: -12.96 eV

ORCA input file:
```
! RIJCOSX wB97M-V def2-TZVPD def2/J DEFGRID3
* xyz 1 1
N 0.852 -1.321 1.316
H -0.771 1.463 2.089
N 0.907 -2.447 -0.702
I -2.872 -0.214 0.060
H -1.037 1.862 -2.087
N -0.230 1.027 1.332
H 0.580 -2.127 1.857
H 0.290 -3.175 -0.981
H 1.191 0.250 -0.457
H 1.564 -2.119 -1.304
C 0.227 -0.096 -0.662
C -0.981 2.118 -1.011
H 0.541 1.676 1.201
C -0.815 0.884 -0.089
N 0.158 -1.502 0.036
H 0.010 2.479 -0.848
H -1.789 2.834 -0.739
H 0.372 0.001 1.499
H 1.833 -1.470 1.235
H -0.031 -0.124 -1.744
*
```

=====

Look up the LUMO of the first one. 1.27 eV

=====

Look up the gap between HOMO and LUMO of the second one. 3.4 eV